1.
This record from OMol25 describes 2 unconnected molecules or ions with the total composition C27H42F2N4O10S3. The level of theory is the ωB97M-V functional and the def2-TZVPD basis.

Properties
largest force on an atom	2.69	eV Å⁻¹
net charge	-2
electronic energy	-3419.628232	Ha

Last column: Mulliken charge in e.
Geometry (Å):
S  4.24  5.61  -3.98  1.140
S  3.41  2.14  2.57  -0.117
S  -6.18  0.83  -1.45  -0.187
F  -2.42  -5.44  -3.20  -0.241
F  -0.02  -6.24  -2.78  -0.248
O  0.56  -0.08  0.59  1.129
O  3.64  5.64  -5.34  -0.793
O  -6.04  -0.08  1.14  -0.147
O  4.93  6.91  -3.71  -0.789
O  1.29  -4.54  -3.20  -0.428
O  1.14  -2.13  1.57  -0.410
O  3.16  5.39  -2.96  -0.753
O  -2.75  -3.28  -3.04  -0.462
O  5.22  4.49  -3.89  -0.775
O  -0.68  -2.74  -0.23  -0.069
N  -7.64  -0.89  -0.04  -0.425
N  -0.54  -1.35  3.16  -0.798
N  -7.68  -1.46  1.21  -0.441
N  -0.75  -4.03  -2.24  0.525
C  -6.74  -0.96  1.87  0.005
C  -0.15  -4.96  1.43  -0.414
C  -2.89  1.63  1.60  -0.831
C  1.41  1.02  0.94  0.983
C  -2.03  -4.21  -2.85  0.581
C  0.25  -4.91  -2.76  0.444
C  0.13  -5.03  -0.06  -0.488
C  -0.82  -4.02  -0.74  -1.071
C  3.61  1.79  4.36  -0.407
C  2.25  1.89  5.07  -0.779
C  2.44  1.12  -2.78  0.328
C  -3.41  1.12  -0.89  -0.828
C  1.19  -1.26  0.36  -0.506
C  0.46  2.08  1.53  -1.525
C  -0.67  2.45  0.53  0.383
C  -1.98  2.82  1.25  -1.284
C  0.77  -5.14  2.34  -0.857
C  1.53  1.60  -1.63  -0.642
C  0.45  -2.05  -0.74  -0.800
C  -3.04  0.58  0.50  0.870
C  0.28  -1.75  2.43  0.840
C  2.61  -0.41  -2.86  -1.175
C  2.21  1.64  -0.24  -1.501
C  2.44  0.68  2.04  -1.952
C  -4.75  1.86  -0.96  -0.917
C  3.80  1.83  -2.80  -1.273
C  -6.65  -0.09  -0.04  0.517
H  2.97  -0.78  -1.89  0.002
H  1.18  -4.79  -0.20  0.452
H  -4.67  2.60  -1.76  0.513
H  -6.45  -1.19  2.88  0.459
H  3.22  1.22  -0.27  0.788
H  -0.33  3.35  0.02  0.470
H  -2.50  3.54  0.61  0.388
H  1.96  0.25  2.93  0.670
H  -1.17  -4.77  1.76  0.273
H  1.20  -2.71  -1.18  0.782
H  0.15  -1.32  -1.49  0.192
H  -2.65  1.83  -1.21  0.143
H  1.41  1.71  4.40  0.116
H  1.83  -5.22  2.10  0.293
H  -3.88  2.04  1.86  0.411
H  -1.83  -4.34  -0.46  0.432
H  -3.38  0.29  -1.59  0.718
H  -0.80  1.71  -0.25  -0.426
H  0.50  -5.20  3.39  0.292
H  1.69  -0.90  -3.19  0.215
H  -2.50  1.15  2.49  0.528
H  -0.02  1.60  2.39  0.268
H  2.36  2.69  0.01  0.448
H  0.97  3.00  1.76  0.443
H  -5.00  2.40  -0.05  0.306
H  4.31  2.54  4.71  0.392
H  0.61  1.02  -1.65  -0.090
H  4.38  1.60  -1.90  0.198
H  3.40  -0.61  -3.58  0.564
H  2.22  -1.16  0.05  0.376
H  3.69  2.92  -2.93  0.168
H  2.19  1.11  5.84  0.281
H  1.25  2.62  -1.89  0.586
H  2.09  2.87  5.52  0.313
H  4.02  0.79  4.46  0.311
H  3.19  -0.04  1.70  0.665
H  -0.14  -6.04  -0.36  0.557
H  1.94  1.42  -3.71  0.528
H  4.34  1.46  -3.67  0.533
H  -1.72  3.38  2.15  0.458
H  -2.07  0.08  0.40  -0.936
H  -3.74  -0.19  0.82  0.506

2.
This record from OMol25 describes a molecular structure, C27H42F5MgN3P. The level of theory is the ωB97M-V functional and the def2-TZVPD basis.

Properties
largest force on an atom	7.60	eV Å⁻¹
net charge	+1
electronic energy	-2257.697868	Ha

Last column: Mulliken charge in e.
Geometry (Å):
P  0.22  2.20  -0.20  2.235
Mg  2.64  -7.50  0.65  0.350
F  3.03  1.47  -0.06  -0.359
F  2.65  -0.49  -1.44  -0.341
F  -1.33  3.26  -3.96  -0.395
F  2.89  -1.02  0.82  -0.351
F  1.79  0.95  1.89  -0.375
N  -2.44  3.24  4.32  -0.442
N  2.22  6.94  1.33  -0.441
N  1.11  2.06  -1.72  0.281
C  1.64  1.11  0.47  0.381
C  -1.08  3.06  -1.35  -0.763
C  -0.95  3.32  4.25  -0.288
C  -1.19  -0.34  0.87  -0.111
C  1.02  3.90  0.33  -0.020
C  -3.81  -7.50  0.54  -0.863
C  -0.90  0.64  -0.43  -1.157
C  -3.15  2.89  3.06  -0.296
C  0.37  -3.97  0.26  -0.614
C  3.04  5.69  1.46  -0.300
C  -0.75  -6.30  1.24  -0.218
C  0.84  6.73  0.79  -0.372
C  2.41  2.74  -3.78  -0.374
C  -0.74  2.52  1.44  0.204
C  1.85  3.19  -2.26  -0.436
C  2.45  4.24  0.98  -0.426
C  -0.56  -2.98  1.22  -0.296
C  -1.48  2.35  -2.77  -0.309
C  0.64  -5.44  1.00  0.019
C  -0.06  2.99  2.90  -0.438
C  -2.41  -7.68  -0.33  -0.433
C  4.04  3.12  -3.87  -0.996
C  1.88  -0.39  -0.14  0.707
C  -1.49  -1.91  0.35  -0.958
C  -2.40  2.54  1.64  -0.654
C  0.14  5.34  0.30  -0.516
C  -1.58  -6.28  -0.17  -0.496
H  1.16  -5.29  2.06  0.530
H  -0.37  3.63  5.25  0.310
H  -0.78  -6.19  -1.04  0.335
H  -2.08  3.37  -0.84  0.582
H  1.91  3.44  -4.59  0.241
H  1.00  1.21  -2.25  0.609
H  -2.65  2.14  -2.72  0.272
H  -4.70  -7.59  -0.21  0.286
H  -2.63  -2.17  0.34  0.392
H  1.41  -6.10  0.38  -0.528
H  -0.02  -4.07  -0.84  0.319
H  -0.49  -7.38  1.64  0.278
H  3.18  3.37  1.23  0.225
H  1.08  -1.18  -0.22  -0.338
H  -1.11  -2.00  -0.77  0.236
H  -2.28  -5.34  -0.27  0.121
H  -1.42  -5.80  2.10  0.183
H  -1.28  -3.63  1.89  0.222
H  -0.98  5.41  -0.05  0.259
H  -1.73  -8.55  0.09  0.249
H  -0.37  -0.36  1.69  0.251
H  1.09  3.10  3.02  0.257
H  -2.05  0.94  -0.63  0.189
H  0.20  -2.45  1.96  0.312
H  4.56  2.67  -4.82  0.344
H  -3.85  -8.33  1.36  0.257
H  -0.58  0.03  -1.37  0.388
H  1.46  -3.48  0.18  0.230
H  -0.70  4.10  -1.80  0.438
H  4.58  2.64  -2.92  0.250
H  -2.62  -7.83  -1.47  0.294
H  -3.09  2.28  0.72  0.210
H  -3.81  -6.40  1.02  0.230
H  4.11  5.80  1.94  0.326
H  4.22  4.29  -3.77  0.267
H  2.87  3.43  -1.68  0.143
H  -4.34  2.83  3.09  0.304
H  2.23  1.60  -4.01  0.255
H  -0.99  1.35  -3.06  0.192
H  1.34  4.22  -2.43  0.245
H  0.18  7.72  0.71  0.312
H  -2.22  -0.13  1.43  0.384

3.
This record from OMol25 describes 10 unconnected molecules or ions with the total composition C27H42N11O. The level of theory is the ωB97M-V functional and the def2-TZVPD basis.

Properties
largest force on an atom	1.46	eV Å⁻¹
net charge	+1
energy above the lowest of the compared OMol25 structures with the same formula, charge and spin	0.0	kcal per mole
electronic energy	-1731.201288	Ha

Last column: Mulliken charge in e.
Geometry (Å):
O  0.17  0.15  -0.89  -0.199
N  -3.47  -1.73  -2.51  -0.441
N  -1.66  6.40  2.13  -0.430
N  -3.88  2.86  -1.50  -0.388
N  5.58  1.06  6.04  -0.399
N  0.82  -3.32  -0.48  -0.483
N  4.93  -6.43  -2.80  -0.420
N  2.04  -4.14  -6.32  -0.428
N  -0.20  2.07  5.65  -1.020
N  0.05  1.77  4.38  0.874
N  -6.98  2.97  -4.17  -0.407
N  4.95  -1.10  -3.22  -0.490
C  2.61  -0.03  -2.79  -0.462
C  -7.40  2.59  -3.17  0.339
C  -0.94  0.96  1.10  -0.182
C  -0.37  -0.24  0.34  -0.923
C  2.13  1.55  6.04  -0.072
C  2.33  1.26  4.73  -0.718
C  -1.20  -4.36  -1.76  -0.631
C  -1.26  0.62  2.58  -0.884
C  -7.92  2.09  -1.91  -0.730
C  2.82  -4.13  -5.47  0.359
C  6.65  0.15  3.83  -0.850
C  0.86  1.97  6.43  -0.367
C  -0.07  -3.78  -1.05  0.432
C  1.22  1.40  3.90  0.366
C  -2.14  6.10  3.13  0.461
C  -0.83  0.15  -1.91  -0.268
C  -3.99  -0.88  -3.09  0.395
C  -2.28  4.46  -0.19  -0.660
C  3.80  -4.13  -4.39  -0.508
C  -1.10  1.87  3.45  -0.881
C  3.92  -0.62  -3.03  0.269
C  5.15  -7.44  -3.31  0.399
C  5.43  -8.72  -3.96  -0.767
C  -2.73  5.72  4.41  -0.723
C  -4.60  0.23  -3.81  -0.588
C  6.04  0.67  5.06  0.432
C  -3.17  3.57  -0.93  0.354
H  5.89  -0.34  3.22  0.300
H  4.28  -3.15  -4.34  0.077
H  0.69  2.23  7.46  0.422
H  -2.31  4.78  4.76  0.137
H  -7.45  1.14  -1.66  0.251
H  -4.95  0.98  -3.11  -0.038
H  2.92  1.48  6.78  0.474
H  -1.78  1.43  0.61  0.229
H  6.51  -8.89  -3.99  0.267
H  -1.88  -4.83  -1.06  0.278
H  -3.87  0.67  -4.48  0.285
H  -3.81  5.60  4.30  0.285
H  -5.45  -0.13  -4.40  0.370
H  -1.54  0.94  -1.68  0.072
H  -0.92  2.76  2.85  0.410
H  7.08  0.97  3.27  0.279
H  -0.13  1.70  1.13  0.302
H  2.72  1.02  -2.52  0.343
H  -2.01  2.05  4.01  0.460
H  -7.72  2.80  -1.11  0.250
H  4.96  -9.52  -3.40  0.270
H  3.31  -4.33  -3.44  0.265
H  2.00  -0.11  -3.68  0.282
H  -1.84  5.18  -0.86  0.362
H  -0.36  0.34  -2.86  0.312
H  1.31  1.22  2.84  0.446
H  -0.85  -5.11  -2.47  0.319
H  -9.00  1.94  -1.99  0.324
H  -1.37  -0.80  -1.96  -0.002
H  3.28  0.94  4.35  0.281
H  5.04  -8.71  -4.97  0.269
H  -1.49  3.88  0.28  0.113
H  -1.14  -1.01  0.25  0.348
H  -1.74  -3.58  -2.30  0.132
H  -0.58  -0.18  2.86  0.566
H  -2.84  4.98  0.57  0.193
H  7.43  -0.56  4.08  0.304
H  -2.27  0.24  2.60  0.448
H  4.55  -4.89  -4.57  0.194
H  0.46  -0.63  0.93  0.370
H  2.11  -0.55  -1.97  0.076
H  -2.54  6.49  5.15  0.313